Here is C50H46As2Cl3N6O5S2Tc as an isolated structure in a non-equilibrium geometry from OMol25. Energies are from ωB97M-V/def2-TZVPD.

```
115
Properties=species:S:1:pos:R:3
Tc -0.2441 -0.6567 0.8971
N -0.2865 -3.1393 1.1647
N 0.9581 -3.6702 0.7158
C 2.0679 -2.6925 0.9412
N 3.3984 -3.3728 0.5675
S 1.8243 -1.2240 -0.0700
H -0.4273 -3.2894 2.1972
H -0.9344 -3.7577 0.7631
H 0.7884 -3.7231 -0.3108
H 3.2225 -4.3070 0.1573
H 3.9720 -2.7241 0.0273
C 1.8303 1.3682 3.5056
C 0.9053 2.5926 3.4626
As 0.0023 3.0892 1.7816
C -0.4276 5.0077 1.8723
C -1.6929 5.5101 2.1060
C -1.8907 6.8641 2.2413
C -0.7937 7.7137 2.1827
C 0.4801 7.2092 1.9006
C 0.6564 5.8772 1.7416
C -1.4591 1.9069 1.3687
C -1.7841 0.9491 2.3112
C -2.7246 -0.0231 2.0672
C -3.4413 0.0744 0.8722
C -3.2614 1.1022 -0.0147
C -2.2881 2.0391 0.2113
As 1.0748 -0.4514 3.2927
C 0.5292 -1.0271 5.0393
C 1.2642 -2.0748 5.6477
C 0.7833 -2.6485 6.8503
C -0.3172 -2.1317 7.4715
C -1.0747 -1.1123 6.8643
C -0.6785 -0.6180 5.6057
C 2.7111 -1.3295 2.9604
C 3.8915 -0.9003 3.2806
C 5.1215 -1.7064 3.0377
C 5.0527 -2.8979 2.4198
C 3.7367 -3.4865 2.0540
C 2.4664 -2.6917 2.4013
H 2.3604 1.4374 4.4661
H 2.5928 1.4948 2.7456
H 1.4551 3.4924 3.7010
H 0.1202 2.5704 4.2281
H -2.5736 4.7965 2.1584
H -2.8863 7.2792 2.5515
H -0.9671 8.8117 2.3685
H 1.3612 7.8084 1.9354
H 1.6324 5.5596 1.4554
H -1.4504 1.0518 3.3341
H -2.8675 -0.7334 2.8729
H -4.2917 -0.5803 0.7528
H -3.8201 1.0909 -0.9459
H -2.0954 2.7958 -0.5580
H 2.1149 -2.3875 5.1135
H 1.2745 -3.5794 7.2132
H -0.6813 -2.5739 8.4324
H -1.9026 -0.6418 7.3545
H -1.3015 0.2068 5.1949
H 4.0249 0.0405 3.7472
H 6.1034 -1.3100 3.3034
H 5.9059 -3.4824 2.2346
H 3.6510 -4.5289 2.3540
H 1.7850 -3.2294 3.0171
O 0.0742 3.2750 -0.8470
C 1.2023 3.4636 -0.4607
O 1.4953 3.0980 0.8124
C 2.3194 4.0217 -1.1904
C 3.5943 4.0696 -0.6285
C 4.6287 4.6377 -1.3993
C 4.4089 5.1159 -2.7449
C 3.0745 5.0409 -3.2010
C 2.0375 4.5406 -2.4310
N 2.7212 5.6005 -4.5336
O 1.6275 5.3516 -5.0150
O 3.5188 6.3587 -5.0443
H 3.7970 3.7534 0.3747
H 5.6427 4.7041 -0.9442
H 5.1576 5.5164 -3.3984
H 1.0751 4.5149 -2.9146
Cl 2.6874 -5.5653 -1.7535
C 1.1982 -4.9011 -2.5142
C -0.0470 -5.2556 -2.0684
C -1.1794 -4.6520 -2.6526
C -1.1447 -3.7179 -3.6528
C -2.4694 -3.2050 -4.1367
C -2.4894 -1.6634 -4.0725
N -1.6470 -1.0697 -3.0666
C -0.7110 -0.0884 -3.3130
C -0.2496 0.2198 -2.0621
N -0.8866 -0.5047 -1.0689
C -1.7697 -1.2497 -1.7550
O -2.8101 -3.7855 -5.3684
C -4.2026 -4.0349 -5.3655
C -5.0795 -2.7983 -5.2579
C -5.6954 -2.4174 -4.1593
Cl -5.6397 -3.1130 -2.5693
S -6.4124 -0.8447 -4.3229
C -5.8783 -0.7478 -5.9817
C -5.2041 -1.8995 -6.3431
C 0.1639 -3.4827 -4.1733
Cl 0.2696 -2.4617 -5.5488
C 1.2798 -4.0555 -3.6147
H -0.1964 -6.0021 -1.3943
H -2.1370 -4.9519 -2.1990
H -3.1819 -3.5746 -3.4224
H -3.5440 -1.3417 -3.9750
H -2.2199 -1.2311 -5.0385
H -0.4264 0.2998 -4.2907
H 0.4965 0.9858 -1.8092
H -2.4230 -2.0473 -1.3476
H -4.3619 -4.7153 -4.5356
H -4.3631 -4.5485 -6.3410
H -6.0926 0.0716 -6.6119
H -4.8252 -2.0561 -7.2904
H 2.2622 -3.6936 -3.9742
```

Computed properties:
energy above the lowest of the compared OMol25 structures with the same formula, charge and spin: 130.2 kJ/mol
multiplicity: 4
total charge: +3
<S²>: 3.77
total energy: -254857.3824 eV

---

Here is one molecule with the formula C4H5NO in a non-equilibrium geometry from OMol25. Energies are from ωB97M-V/def2-TZVPD.

```
11
Properties=species:S:1:pos:R:3
C -1.8075 -0.0122 0.0593
C -0.3810 -0.4427 0.1874
N 0.0855 -1.4965 0.6489
O 2.4686 -1.1396 -0.1932
C 2.0544 -0.0007 -0.3173
C 0.7458 0.4700 0.0293
H -2.4862 -0.7995 0.3886
H -1.9700 0.8868 0.6609
H -1.9877 0.2301 -0.9888
H 2.6842 0.7847 -0.7803
H 0.5939 1.5196 0.3053
```

Computed properties:
energy above the lowest of the compared OMol25 structures with the same formula, charge and spin: 369.0 kJ/mol
multiplicity: 1
total energy: -7762.7018 eV

---

Here is a 3-piece molecular cluster, C5H14O2 overall in a non-equilibrium geometry from OMol25. Energies are from ωB97M-V/def2-TZVPD.

```
21
Properties=species:S:1:pos:R:3
C -0.8305 -1.7806 0.3974
C -0.1113 -0.7027 1.1713
C -0.5558 0.6733 0.7006
C -1.7797 0.9281 0.0434
C 0.4464 1.7801 1.1436
H -0.7586 -1.7427 -0.6786
H -1.9256 -1.6278 0.4745
H -0.5026 -2.7854 0.6477
H 0.9855 -0.6908 1.2389
H -0.4707 -0.8105 2.2058
H -2.0315 1.5947 -0.7864
H -2.6976 0.9508 0.6461
H 1.4078 1.6418 0.6552
H 0.5560 1.7883 2.2324
H -0.0352 2.7380 0.9187
H 1.1857 -0.2152 -1.4394
H 2.7287 -1.7746 -1.2164
O 1.8923 -1.3265 -1.1683
H -0.4394 1.0562 -0.5152
H -0.1851 0.3147 -2.2103
O 0.5643 0.6426 -1.6973
```

Computed properties:
energy above the lowest of the compared OMol25 structures with the same formula, charge and spin: 701.8 kJ/mol
multiplicity: 1
total energy: -9499.7261 eV

---

Here is C7H11FO2 as an isolated structure in a non-equilibrium geometry from OMol25. Energies are from ωB97M-V/def2-TZVPD.

```
21
Properties=species:S:1:pos:R:3
C 2.2179 -1.0814 0.1212
C 1.6593 -0.1855 1.2272
C 1.5624 0.0204 -0.9985
C -1.9344 -0.1698 -1.0767
C -2.5630 0.7825 -0.0705
C 0.8502 0.5751 0.1634
C -1.2417 -0.6655 0.1363
O -2.0240 0.1290 1.0419
O 0.4033 1.8363 0.3394
F -1.0756 -1.9370 0.5905
H 3.3292 -1.2154 -0.0194
H 1.6668 -2.1355 0.0996
H 1.0990 -0.7781 1.9413
H 2.4125 0.3822 1.7648
H 2.4801 0.7051 -1.3315
H 0.8803 -0.2483 -1.8312
H -2.6864 -0.8321 -1.4830
H -1.2019 0.3237 -1.6953
H -2.1661 1.8138 -0.0883
H -3.6477 0.7718 0.0379
H -0.0202 1.9089 1.1308
```

Computed properties:
energy above the lowest of the compared OMol25 structures with the same formula, charge and spin: 490.3 kJ/mol
multiplicity: 1
total energy: -14244.5161 eV

---

Here is a 2-piece molecular cluster, C5H13NO overall in a non-equilibrium geometry from OMol25. Energies are from ωB97M-V/def2-TZVPD.

```
20
Properties=species:S:1:pos:R:3
C -0.9132 1.8036 0.8537
C -0.4149 1.9226 -0.5332
O 0.0914 2.9995 -0.9369
N -0.5362 0.8232 -1.3030
H -0.9721 0.7938 1.2274
H -1.8176 2.2081 1.0547
H -0.1051 0.9794 -2.1735
H -0.8034 -0.0938 -1.0842
H -0.2985 2.4576 1.6103
C 0.8081 -2.0866 1.0335
C -0.6798 -2.5345 0.8528
C 1.6059 -2.1497 -0.2326
H 0.7484 -1.1064 1.4596
H 1.2456 -2.4642 1.9471
H -1.2563 -1.6661 0.4847
H -1.0055 -2.7624 1.9425
H 2.0499 -1.0841 -0.5471
H 2.4091 -2.8380 -0.1988
H -0.7229 -3.3766 0.2531
H 1.1132 -2.5384 -1.2049
```

Computed properties:
energy above the lowest of the compared OMol25 structures with the same formula, charge and spin: 274.4 kJ/mol
multiplicity: 2
total charge: +1
<S²>: 0.75
total energy: -8922.9067 eV

---

Here is C6F18O18S6Zn as an isolated structure in a non-equilibrium geometry from OMol25. Energies are from ωB97M-V/def2-TZVPD.

```
49
Properties=species:S:1:pos:R:3
Zn -0.0860 0.2638 -0.2462
C -4.0053 -1.8736 -0.1435
F -5.3367 -1.9952 -0.1284
F -3.4158 -2.5341 0.8689
F -3.5175 -2.3431 -1.2831
S -3.5068 0.1105 0.0745
O -4.1262 0.6914 -1.1096
O -4.1414 0.5292 1.2750
O -2.0113 0.0777 0.0509
C 0.5827 -1.8972 3.9690
F -0.2351 -2.9318 3.8093
F 0.7613 -1.6396 5.2297
F 1.7418 -2.2015 3.4051
S -0.0379 -0.3186 3.1408
O -1.4770 -0.2553 3.4884
O 0.8327 0.7355 3.7231
O 0.2758 -0.3765 1.6821
C -0.0403 0.3948 -4.7572
F 1.3549 0.3652 -4.8136
F -0.4484 0.7989 -5.9840
F -0.4398 -0.8441 -4.5912
S -0.5920 1.6926 -3.3626
O -0.1466 1.0617 -2.1076
O 0.1078 2.9644 -3.6827
O -2.0456 1.8584 -3.5086
C 0.1648 -4.4850 -0.5856
F 1.1763 -5.4020 -0.7085
F -0.9317 -4.7811 -1.2633
F -0.1153 -4.2935 0.7045
S 0.9804 -2.8237 -1.2200
O 0.0443 -1.7077 -0.9139
O 2.2247 -2.8203 -0.4769
O 1.1857 -3.0031 -2.6685
C -0.4782 4.8270 0.3321
F 0.7845 4.9307 -0.0519
F -0.8471 5.9853 0.9255
F -1.1628 4.5682 -0.8174
S -0.4950 3.2521 1.4140
O -0.4280 2.1285 0.4683
O 0.7046 3.3079 2.3232
O -1.6828 3.2767 2.2208
C 4.2222 -0.1298 0.7044
F 3.6159 -1.0736 1.3942
F 5.1937 0.2424 1.4871
F 4.6166 -0.4681 -0.5413
S 2.9985 1.2881 0.5682
O 2.6172 1.6049 1.9301
O 3.7696 2.4183 -0.0296
O 1.7945 0.8243 -0.1943
```

Computed properties:
energy above the lowest of the compared OMol25 structures with the same formula, charge and spin: 413.1 kJ/mol
multiplicity: 1
total charge: -4
total energy: -205418.8597 eV

---

Here is a 14-piece molecular cluster, C18H64N18O14 overall in a non-equilibrium geometry from OMol25. Energies are from ωB97M-V/def2-TZVPD.

```
114
Properties=species:S:1:pos:R:3
C 0.9954 2.7819 4.2704
C 0.4564 1.6399 3.3574
O -0.8986 1.4149 3.5204
H 0.6684 3.7339 3.9184
H 2.0954 2.7079 4.3334
H 0.7844 2.5959 5.3034
H 1.0344 0.7049 3.6064
H 0.7714 1.9619 2.3574
H -1.4536 1.3459 2.7204
C -2.4206 -1.4271 -2.7036
C -3.0006 -1.0611 -1.3016
O -4.4336 -1.4111 -1.2126
H -2.3046 -2.4671 -2.8736
H -1.4806 -0.9801 -2.8756
H -3.0386 -1.0601 -3.4686
H -2.8976 0.0229 -1.1716
H -2.5666 -1.7351 -0.6476
H -4.8506 -1.0991 -0.3886
C -0.1486 5.0929 -0.3376
C -0.5916 3.8319 0.3694
O -1.8326 3.4439 -0.1896
H 0.8194 5.4969 0.0294
H -0.8496 5.9229 -0.1386
H -0.1296 4.9559 -1.4556
H -0.5786 3.9589 1.4274
H 0.0464 3.0199 0.1604
H -2.1746 2.7089 0.3214
C 3.0234 -2.4581 -3.5366
C 2.9324 -0.8901 -3.4506
O 2.6974 -0.5281 -2.1766
H 3.3824 -2.7681 -4.5006
H 2.0104 -2.9261 -3.3236
H 3.7514 -2.8491 -2.9556
H 2.0714 -0.6901 -4.0326
H 3.7534 -0.2901 -3.8466
H 3.5214 -0.5251 -1.7246
C -2.0496 1.9809 -3.2796
O -3.4206 1.9799 -3.0086
N -1.1156 2.4199 -2.4726
N -1.5836 1.7279 -4.4236
H -1.4516 2.7069 -1.5266
H -0.2546 2.8269 -2.8526
H -2.2416 1.3109 -5.0876
H -0.5926 1.5759 -4.6036
C -0.0496 -1.9281 4.2324
O 0.1594 -1.6971 2.9604
N 0.0324 -3.0911 4.7964
N -0.5386 -1.0201 5.0974
H 0.2434 -3.9271 4.2264
H 0.0264 -3.4091 5.7624
H -0.8126 -0.1071 4.7764
H -0.7886 -1.2961 6.0864
C 3.2704 1.7429 0.6704
O 4.3934 2.3699 1.0134
N 2.5804 1.9919 -0.3976
N 2.8364 0.5679 1.1354
H 2.6944 2.8939 -0.8376
H 1.7494 1.4619 -0.6296
H 3.2394 0.3879 2.0614
H 1.8664 0.1449 0.9994
C -3.3536 -0.4121 3.3284
O -4.2156 0.6829 3.5334
N -3.0686 -1.2171 4.2084
N -2.7686 -0.6981 2.1654
H -3.6716 -1.2001 5.1104
H -2.0696 -1.2681 4.3984
H -2.6246 0.0229 1.4474
H -2.2706 -1.5481 1.9934
C 1.1844 -4.9021 2.0404
O 0.7114 -5.0481 3.3734
N 1.2264 -3.7201 1.4594
N 1.6694 -5.9131 1.3914
H 0.9064 -2.9151 2.1154
H 1.2484 -3.6521 0.4394
H 1.6824 -6.6781 2.0374
H 1.8484 -5.9731 0.3974
C -0.1086 0.1669 -0.2126
O -1.2326 0.7049 0.4394
N 0.4734 0.6539 -1.2876
N 0.6074 -0.6981 0.4724
H -0.1306 1.3289 -1.8556
H 1.2704 0.2249 -1.8046
H 0.1934 -0.9401 1.4014
H 1.0424 -1.4731 0.0094
C -5.1436 1.4409 0.1024
O -3.9076 1.4839 0.6734
N -6.2436 1.2339 0.7584
N -5.3106 1.6679 -1.1896
H -6.3976 1.2049 1.7634
H -7.1596 1.2869 0.3804
H -4.4006 1.9159 -1.6836
H -6.1046 1.6639 -1.8076
C 1.6314 3.6269 -3.0156
O 2.2984 4.2839 -2.0656
N 2.0404 2.4919 -3.5476
N 0.6234 4.1799 -3.5986
H 2.8794 2.1619 -3.0676
H 1.7664 1.9849 -4.2716
H 0.3384 5.0679 -3.1826
H 0.0154 3.8499 -4.3246
C 4.5594 -2.1941 -0.1746
O 5.2704 -1.1831 -0.9036
N 5.0054 -3.3601 -0.0286
N 3.4314 -1.9721 0.3084
H 5.8824 -3.5721 -0.5496
H 4.5834 -4.0221 0.6604
H 3.1954 -0.9591 0.3764
H 2.9084 -2.6461 0.9014
C 0.0834 -3.3201 -1.9726
O 1.1174 -2.9451 -1.1276
H -0.7816 -3.2141 -1.3146
H 0.1724 -4.2951 -2.4886
H -0.1276 -2.5131 -2.7066
H 1.8684 -2.6711 -1.5836
```

Computed properties:
energy above the lowest of the compared OMol25 structures with the same formula, charge and spin: 0.0 kJ/mol
multiplicity: 1
total energy: -75187.8008 eV

---

Here is a 3-piece molecular cluster, C2H8O2 overall in a non-equilibrium geometry from OMol25. Energies are from ωB97M-V/def2-TZVPD.

```
12
Properties=species:S:1:pos:R:3
H 2.1506 -2.2051 1.9251
H 1.4300 -2.0474 1.8389
C -0.6808 0.5950 -1.4858
C -0.9770 -0.8724 -1.5139
O -2.0216 -1.3709 -1.8166
H -1.2285 1.0944 -0.6822
H 0.3710 0.8345 -1.3210
H -0.9275 1.1067 -2.4189
H -0.1030 -1.4872 -1.3490
O 0.4183 1.2194 2.0389
H 0.4593 2.1794 2.1272
H 1.1092 0.9537 2.6573
```

Computed properties:
energy above the lowest of the compared OMol25 structures with the same formula, charge and spin: 113.3 kJ/mol
multiplicity: 1
total energy: -6297.2362 eV